80
Properties=species:S:1:pos:R:3:mulliken_charge:R:1 method="wB97M-V/def2-TZVPD" orbital_gap_ev="3.8 / 3.3" relative_energy_ev=0.000 charge=+4 e_lumo_ev="-13.286 / -13.828"
C -1.3464 -6.4323 -5.0099 -0.52
C -0.3731 -5.4829 -4.6595 0.66
C 0.7596 -5.3929 -5.5163 -0.35
C 0.7835 -6.1739 -6.6683 -0.37
N -0.1679 -7.0368 -7.0303 -0.47
C -1.1969 -7.1501 -6.1962 -0.34
C -0.5835 -4.6198 -3.4712 0.37
C -0.6879 -3.7702 -2.5779 -1.57
C -0.7204 -2.5939 -1.6948 0.91
C -1.8082 -1.8113 -1.3674 -0.76
C -1.6669 -0.6914 -0.5455 -0.38
C -0.4469 -0.2139 -0.1797 -0.40
C 0.6628 -0.8164 -0.7106 0.01
C 0.5350 -2.1498 -1.2240 -1.25
Pb 0.0190 -2.8306 1.1847 1.25
P -0.9894 2.2663 0.5169 1.16
H 1.5948 -4.7186 -5.3536 0.38
H -2.2422 -6.5989 -4.4256 0.41
H 1.6020 -6.1146 -7.3817 0.40
H -1.9576 -7.8569 -6.5188 0.40
H 1.4057 -2.7562 -1.5246 0.76
H -2.7809 -2.0255 -1.7901 0.66
H 1.5577 -0.2585 -0.8796 0.42
H -2.5539 -0.1717 -0.2511 0.64
C -0.9752 3.9893 1.1657 -0.70
C -0.6722 5.1920 0.2032 -1.17
H -0.2785 3.9676 2.0264 0.61
H -1.9790 4.1385 1.6253 0.60
H -0.6208 6.0989 0.8106 0.44
H 0.2991 5.1036 -0.2897 0.30
H -1.4514 5.3701 -0.5517 0.29
C -0.0141 2.4359 -1.0132 1.70
C -0.8069 2.2308 -2.3246 -1.40
H 0.8043 1.7101 -0.9521 -1.78
H 0.4947 3.4133 -1.0948 0.38
H -0.1200 2.2501 -3.1930 0.45
H -1.3142 1.2557 -2.3439 0.25
H -1.5355 3.0448 -2.4908 0.37
C -2.7899 2.1069 0.1437 -0.32
C -3.5144 3.3872 -0.3081 -1.22
H -3.2642 1.6491 1.0314 0.19
H -2.9516 1.4255 -0.7021 0.45
H -4.5518 3.1456 -0.5808 0.45
H -3.5649 4.1649 0.4648 0.37
H -3.0361 3.7803 -1.2208 0.16
Br -0.2380 0.9449 2.5780 -0.11
P 3.8726 0.8027 0.9775 0.06
C 2.9646 2.1553 0.1535 0.84
C 3.8162 3.4236 0.0966 -1.38
H 2.0598 2.2648 0.7737 -0.62
H 2.6647 1.8220 -0.8543 0.50
H 3.3587 4.1264 -0.6022 0.38
H 3.8618 3.8744 1.0918 0.40
H 4.8319 3.1824 -0.2444 0.40
C 3.1857 0.3416 2.5852 0.08
C 4.4005 0.1525 3.4909 -1.37
H 2.5586 -0.5494 2.4257 0.09
H 2.5379 1.1863 2.8480 0.31
H 4.0502 0.2368 4.5114 0.40
H 4.8604 -0.8245 3.3310 0.39
H 5.1445 0.9390 3.3026 0.44
C 3.8631 -0.5838 -0.2107 0.24
C 5.0182 -0.6137 -1.2070 -1.26
H 3.0026 -0.3763 -0.8743 -0.33
H 3.6718 -1.5120 0.3628 0.59
H 4.9633 -1.5899 -1.7030 0.38
H 4.8066 0.1619 -1.9566 0.33
H 5.9793 -0.4411 -0.7150 0.40
S -2.7616 -1.8160 2.6892 -0.27
C -3.0681 -0.8446 4.0765 0.17
N -2.5182 -1.1271 5.3337 -0.03
C -3.1101 -0.6914 6.5128 -0.31
C -4.1262 0.2486 6.4526 -0.48
C -4.5495 0.7347 5.2051 -0.41
C -3.9755 0.2374 4.0423 -0.19
H -1.7608 -1.8254 5.3809 0.27
H -2.7340 -1.1341 7.4355 0.44
H -4.5755 0.5972 7.3835 0.42
H -5.3522 1.4573 5.1464 0.46
H -4.2589 0.5803 3.0497 0.34